(1)
C38H53AsO4PbSSe | ωB97M-V/def2-TZVPD

```
99
Properties=species:S:1:pos:R:3:forces:R:3:mulliken_charge:R:1
Pb -0.07870 -0.33133 -0.04809 -0.109 1.179 0.373 1.38
C -1.38209 7.78213 0.12614 -0.088 -0.034 0.044 -1.50
C -2.46070 6.69749 0.28036 -0.032 0.085 0.015 2.08
C -2.95698 6.72866 1.72780 0.038 -0.033 -0.109 -1.99
C -3.64830 7.01950 -0.63920 0.051 -0.001 0.074 -1.72
C -1.86473 5.34420 -0.08985 0.016 -0.007 0.005 -0.48
C -1.80719 4.27579 0.78215 -0.060 0.071 0.092 -0.29
C -1.17281 3.10135 0.40504 0.107 -0.612 -0.344 -0.89
Se -1.06069 1.64114 1.65491 0.016 0.405 0.028 0.19
C 0.68792 2.11888 2.28937 0.291 -0.628 -0.124 0.18
C 0.80752 3.30008 2.98618 0.044 0.022 -0.018 -0.44
C 2.05172 3.73146 3.42667 0.057 -0.080 -0.072 -0.83
C 3.15952 2.98664 3.01903 -0.143 0.231 0.116 -0.38
C 3.09552 1.83164 2.25712 -0.392 -0.510 -0.304 -0.26
C 1.80191 1.28126 1.97276 -0.058 1.555 0.417 1.66
O 1.63759 0.09585 1.49420 -0.855 -1.609 -1.100 -1.08
C 4.42342 1.18946 1.82815 0.037 0.036 -0.009 2.17
C 4.28952 -0.00525 0.87649 -0.029 0.026 0.093 -2.05
C 5.18728 0.71660 3.07469 -0.035 0.005 -0.086 -1.74
C 5.24658 2.25638 1.08251 0.004 -0.071 0.059 -1.76
C 2.14591 4.95146 4.33558 -0.077 0.049 0.007 2.21
C 1.38668 4.63999 5.63650 0.089 0.072 -0.050 -1.70
C 1.49939 6.16245 3.64426 0.084 -0.066 0.060 -1.63
C 3.59158 5.30413 4.68793 -0.087 -0.025 -0.044 -2.20
C -0.59850 2.89203 -0.87718 -0.573 0.515 0.559 1.04
O 0.00194 1.78778 -1.19255 0.357 -0.997 -0.094 0.06
C -0.73456 3.98020 -1.80163 0.140 -0.261 0.027 -0.85
C -1.32679 5.14970 -1.36989 -0.046 0.000 0.118 -0.43
C -0.22923 3.81738 -3.23636 -0.014 -0.077 -0.066 2.42
C -0.44694 5.08175 -4.07225 0.018 -0.098 0.076 -2.33
C -1.01053 2.67129 -3.90304 0.072 0.091 0.032 -1.35
C 1.27642 3.50632 -3.25367 -0.086 0.016 0.000 -1.51
H -1.78245 8.75231 0.42943 0.021 0.017 -0.017 0.48
H -0.52010 7.55052 0.75469 0.015 0.024 0.002 0.23
H -1.03768 7.86624 -0.90488 0.012 -0.006 -0.011 0.30
H -3.36406 7.71566 1.95221 -0.005 0.002 0.008 0.47
H -3.74834 5.99492 1.89118 0.004 -0.005 0.051 0.39
H -2.14178 6.53554 2.42832 -0.025 -0.020 0.035 0.22
H -4.08891 7.97807 -0.35572 -0.014 0.009 -0.033 0.48
H -3.34540 7.08366 -1.68495 0.006 -0.016 -0.009 0.30
H -4.41553 6.24836 -0.55280 -0.018 0.005 -0.019 0.36
H -2.23578 4.33520 1.77410 0.001 0.050 -0.012 0.64
H -0.08919 3.86944 3.19674 0.028 0.040 0.065 0.31
H 4.14020 3.33782 3.30832 -0.001 -0.014 0.005 0.34
H 3.81174 -0.85105 1.36369 -0.025 -0.048 -0.050 0.38
H 3.70222 0.26177 -0.00380 0.017 -0.009 0.035 -0.15
H 5.28861 -0.30789 0.55213 0.020 0.031 0.005 0.64
H 4.60262 -0.03238 3.61110 0.018 -0.002 0.029 0.38
H 6.13901 0.26682 2.78318 0.018 -0.001 0.009 0.46
H 5.39535 1.54201 3.75625 0.002 -0.007 0.012 0.31
H 4.69501 2.61390 0.21082 0.013 0.026 -0.014 0.34
H 5.48007 3.11364 1.71327 0.004 0.014 -0.027 0.33
H 6.18991 1.82423 0.74204 0.018 0.004 0.003 0.50
H 0.33973 4.41112 5.43703 -0.019 -0.001 0.017 0.29
H 1.83112 3.77949 6.13937 -0.015 -0.001 0.022 0.39
H 1.42648 5.49691 6.31260 -0.005 0.001 0.013 0.44
H 0.44008 5.99232 3.44864 -0.015 0.018 -0.029 0.22
H 1.58679 7.04545 4.28059 -0.022 0.020 -0.005 0.52
H 1.99344 6.36856 2.69319 -0.015 0.024 -0.010 0.36
H 4.08409 4.48187 5.20982 0.039 0.010 -0.008 0.42
H 4.16712 5.55321 3.79428 0.042 -0.009 0.015 0.40
H 3.60556 6.17258 5.34783 -0.009 0.011 0.003 0.44
H -1.39542 5.97602 -2.06376 0.019 -0.016 -0.024 0.39
H -1.50686 5.33071 -4.14737 0.010 0.062 -0.008 0.42
H 0.09433 5.93251 -3.65377 -0.030 0.041 -0.031 0.43
H -0.07133 4.91134 -5.08244 -0.005 -0.007 -0.011 0.44
H -2.07481 2.91191 -3.93518 -0.006 -0.017 -0.033 0.35
H -0.65737 2.52172 -4.92698 -0.021 0.000 -0.017 0.43
H -0.87859 1.74558 -3.34772 -0.037 -0.026 -0.013 -0.03
H 1.83179 4.30632 -2.75966 0.046 -0.013 -0.020 0.36
H 1.48503 2.57038 -2.73991 0.024 0.031 0.050 -0.17
H 1.62349 3.42931 -4.28774 0.025 0.019 -0.004 0.47
O -2.56857 -2.91953 2.56885 0.199 0.276 -0.132 -0.64
C -1.99458 -2.60290 1.54321 -0.510 -0.711 -0.215 0.37
O -1.14109 -1.64455 1.44934 0.817 0.730 0.102 -0.54
C -2.27483 -3.44252 0.30004 0.017 0.146 0.079 0.29
C -2.61322 -4.77131 0.54317 -0.035 -0.093 -0.016 -0.67
C -2.90324 -5.65296 -0.48235 0.067 0.044 -0.046 -0.53
C -2.83147 -5.21891 -1.80051 -0.079 -0.065 0.072 -0.58
C -2.48223 -3.91221 -2.06761 0.042 0.147 -0.058 -0.78
C -2.22175 -3.00135 -1.03154 0.267 -0.288 0.155 0.89
S -1.93480 -1.36295 -1.58362 0.532 0.679 0.204 -0.37
H -2.65724 -5.09740 1.57267 -0.033 0.060 0.024 0.46
H -3.18304 -6.67299 -0.25455 0.039 -0.013 -0.009 0.40
H -3.04240 -5.89709 -2.61695 -0.018 0.009 -0.003 0.37
H -2.43312 -3.56147 -3.09062 0.048 -0.011 -0.001 0.44
C 3.85046 0.15517 -2.95066 -0.125 0.267 0.352 -1.24
As 2.07552 -0.30186 -2.21774 0.130 -0.837 -0.501 0.79
C 2.40845 -2.22696 -2.02219 0.039 -0.009 0.046 -1.10
C 1.07186 -0.38581 -3.89664 -0.076 0.103 0.083 -1.04
H 4.01151 -0.39094 -3.87919 -0.149 -0.073 0.016 0.45
H 4.61160 -0.12743 -2.22504 -0.027 0.020 0.005 0.40
H 3.92201 1.22451 -3.14125 -0.037 0.003 0.013 0.31
H 2.78689 -2.64313 -2.95541 -0.005 0.006 -0.016 0.43
H 1.48552 -2.74384 -1.75366 -0.020 0.012 -0.043 0.32
H 3.14143 -2.40081 -1.23420 -0.016 0.052 0.027 0.32
H 1.47388 -1.18500 -4.51903 0.072 0.001 0.041 0.50
H 1.15317 0.56242 -4.42487 -0.016 0.033 0.059 0.30
H 0.02131 -0.58939 -3.69250 0.022 0.016 0.010 0.21
```
Forces are in eV/Å.

Results
- orbital gap (Eh) = 0.1667
- multiplicity = 1
- LUMO (eV) = -3.13
- E_HOMO (eV) = -7.66

=====

(2)
C4H7NS | ωB97M-V/def2-TZVPD

```
13
Properties=species:S:1:pos:R:3:forces:R:3:mulliken_charge:R:1
C 1.00867 -1.32231 0.02834 2.714 -0.008 3.980 -0.89
C 0.36998 1.03879 -0.16695 3.944 -0.913 -1.640 0.25
C -0.31713 2.10046 0.02723 -5.239 3.464 2.102 -0.67
C -1.32751 -0.91253 -0.16466 4.129 1.032 -1.262 0.02
H 1.36256 -1.11905 1.16832 -0.155 0.155 -2.401 0.33
H 2.12572 -1.34466 -0.57146 -3.791 -0.116 1.156 0.25
H 0.49344 -2.30892 0.43394 1.235 1.585 -2.240 0.31
H 1.46388 1.16120 -0.48102 -1.419 -0.291 0.628 0.16
H 0.13370 3.13713 0.02047 -0.581 -1.542 -0.095 0.25
H -1.51737 1.96490 0.36365 3.744 0.760 -1.120 0.05
H -1.08751 -1.99370 -0.36837 -1.141 1.074 0.375 0.29
N -0.01073 -0.26361 -0.24531 -1.758 -5.209 0.287 0.06
S -2.69769 -0.13770 -0.04418 -1.682 0.010 0.229 -0.40
```
Forces are in eV/Å.

Results
- structure (SMILES) = C=CN(C)C=S
- energy above the lowest of the compared OMol25 structures with the same formula, charge and spin (eV) = 3.6943
- orbital gap (Eh) = 0.3217
- multiplicity = 1
- LUMO (eV) = 0.28
- E_HOMO (eV) = -8.48

=====

(3)
C35H66IN5O4P2S | ωB97M-V/def2-TZVPD

```
114
Properties=species:S:1:pos:R:3:forces:R:3:mulliken_charge:R:1
C -4.48929 -4.51444 2.54865 -0.105 0.241 -0.852 -0.20
C -4.14033 -4.12553 1.43841 0.911 0.478 0.293 -0.78
C -3.44971 -3.47533 0.17110 -0.788 -0.181 1.052 0.45
C -3.24821 -1.88464 0.39636 -0.554 -0.587 1.057 -0.47
C -1.79630 -1.36083 0.02356 -0.167 -0.600 0.527 -0.67
C -1.67721 -0.13125 -0.96476 0.862 0.431 0.345 2.34
C -2.86689 0.92655 -0.96543 -0.207 0.613 0.508 -1.71
C -3.46333 1.40284 0.43172 -0.078 1.380 -0.152 -0.11
C -5.00607 1.84270 0.29653 1.092 0.759 1.228 -0.84
S -6.20279 0.47713 0.64779 -0.226 0.129 0.016 -0.23
N -1.50259 -0.51415 -2.43251 -1.805 -1.230 2.361 0.30
P -2.45041 -1.82749 -2.97219 -0.185 -1.069 -5.617 0.72
N -2.35322 -1.81496 -4.57290 -0.426 0.024 1.411 -1.06
O -1.83248 -3.34437 -2.54563 -0.944 2.204 1.201 -0.44
O -4.12192 -1.70071 -2.65326 2.121 -1.144 1.011 -0.55
C -0.20571 0.52295 -0.65654 0.129 -0.449 -0.983 -1.35
O 0.70124 -0.59098 -0.64784 0.189 1.594 -1.093 0.29
C 1.88761 -0.42235 -1.44413 1.937 -0.748 -0.578 0.81
C 2.72322 0.90633 -1.16603 0.758 -0.889 -1.298 -1.49
N 3.24014 1.05332 0.21350 0.299 1.048 -0.345 -0.34
C 1.63855 -0.44465 -3.02880 -1.125 -0.229 0.086 0.24
C 1.14506 -1.80846 -3.58541 1.416 0.087 -0.650 -0.52
C 1.04112 -2.87088 -4.18523 -0.311 0.491 0.292 -0.24
C 2.82652 -1.69061 -1.07985 -0.409 -0.594 1.244 -1.26
C 2.02386 -2.74225 -0.18264 -0.715 -1.664 1.726 0.38
C 1.27065 -3.91245 -0.72366 -0.355 -0.238 2.603 -0.03
C 0.52626 -4.88028 0.17641 1.632 2.471 1.269 -0.80
C 0.55460 -4.70718 1.67898 1.162 1.318 -1.988 0.80
C -0.21960 -5.76203 2.56083 -0.395 0.146 -0.659 -1.20
C 1.33854 -3.54833 2.22792 -0.243 -0.371 -2.871 -0.99
C 2.04680 -2.56767 1.31409 -1.440 -2.615 -0.621 -0.18
P -0.11793 1.50566 0.95147 -0.677 -0.629 2.103 0.30
O 0.86971 0.59869 2.01617 -0.660 1.121 -1.376 -0.47
I 0.94382 3.73894 0.56360 0.245 -0.368 -0.267 -0.25
H -4.88391 -4.86140 3.53440 0.656 0.519 -1.653 0.37
H -4.11636 -3.66536 -0.72389 0.892 0.122 1.017 0.21
H -2.44378 -3.96866 0.00673 -1.249 0.431 0.220 -0.07
H -4.10980 -1.33010 -0.07672 1.142 -0.606 0.363 -0.07
H -3.39109 -1.74840 1.52218 0.204 -0.010 -1.526 0.38
H -1.29920 -1.05945 1.00883 -0.573 -0.296 -1.364 0.62
H -1.18990 -2.26850 -0.31844 -0.533 1.507 0.138 -0.65
H -3.76084 0.61268 -1.60606 1.428 -0.165 0.761 0.41
H -2.46096 1.86428 -1.48822 -0.478 -1.160 0.603 0.44
H -3.31414 0.69791 1.30050 -0.249 0.563 -1.149 0.06
H -2.91584 2.36492 0.72049 -0.628 -1.337 -0.251 0.37
H -5.19613 2.32478 -0.71637 0.000 -0.910 1.225 0.42
H -5.18255 2.65152 1.07977 0.111 -0.979 -1.083 0.30
H -6.47025 0.56087 2.00443 0.628 0.396 -1.008 0.12
H -1.78697 0.33070 -2.95316 0.104 -0.959 -0.307 0.61
H -3.28928 -1.71717 -4.97958 0.511 0.071 0.126 0.21
H -1.83864 -3.91699 -3.33843 -0.090 0.948 0.073 0.32
H -4.45464 -2.60216 -2.87575 0.061 0.857 0.231 0.30
H -0.03779 1.25958 -1.51132 0.000 -0.823 0.973 0.64
H 3.63702 0.85025 -1.85890 -1.399 0.000 0.436 0.15
H 2.10940 1.77651 -1.54427 0.724 -0.631 0.895 0.38
H 3.53174 2.04436 0.28617 -0.397 -0.692 0.194 0.28
H 4.13233 0.54799 0.34308 -0.829 0.112 -0.360 0.26
H 2.59239 -0.08371 -3.54117 -1.207 -0.889 0.592 -0.05
H 0.85182 0.33428 -3.28083 0.842 -0.922 0.231 0.17
H 0.85322 -3.83069 -4.73543 0.282 1.706 0.996 0.36
H 3.71221 -1.38445 -0.42705 -1.247 -0.166 -0.875 0.37
H 3.28670 -2.16664 -1.99900 -0.873 0.510 0.960 0.45
H 1.22515 -4.13300 -1.82304 0.149 0.550 1.269 0.28
H -0.05567 -5.74224 -0.28009 0.876 1.253 0.634 0.25
H -1.17848 -6.04165 2.00544 1.211 0.409 0.724 0.27
H -0.55047 -5.35391 3.56531 0.657 -0.456 -1.157 0.31
H 0.35059 -6.74216 2.68341 -0.521 1.434 -0.014 0.29
H 1.38274 -3.42531 3.34544 0.005 -0.013 -1.373 0.28
H 2.61829 -1.73010 1.80871 -0.775 -0.946 -0.858 0.23
H 1.04879 1.13108 2.81950 -0.288 -0.297 -0.630 0.32
C -3.38497 1.87981 4.31179 -0.068 -0.036 -0.077 -1.18
C -3.83017 2.53527 5.61306 0.076 0.015 -0.182 -0.50
N -3.75099 3.98842 5.58241 0.154 0.294 0.205 0.12
C -3.85645 4.60395 6.90055 0.173 -0.071 0.119 -0.70
C -5.17008 4.42873 7.66203 -0.112 0.144 0.185 -0.97
C -4.49640 4.65102 4.51937 0.101 -0.168 -0.312 -0.66
C -5.99646 4.37221 4.41919 -0.185 0.121 -0.076 -0.97
H -2.39059 2.22193 4.01373 -0.082 0.063 0.008 0.33
H -3.33985 0.79527 4.44176 -0.041 0.056 -0.009 0.51
H -4.08165 2.08164 3.49380 0.060 0.000 -0.006 0.03
H -3.16583 2.16313 6.40023 -0.086 0.247 0.094 0.50
H -4.83969 2.18433 5.86431 -0.062 -0.128 0.020 0.27
H -3.63589 5.67353 6.81841 -0.051 -0.069 -0.192 0.35
H -3.05004 4.20133 7.52449 -0.012 -0.109 -0.131 0.42
H -5.97028 5.03216 7.23358 -0.025 -0.090 -0.010 0.22
H -5.04065 4.76366 8.69577 0.008 -0.033 -0.064 0.40
H -5.49436 3.38705 7.69729 0.012 0.036 -0.042 0.27
H -4.03899 4.37595 3.56217 0.024 -0.087 0.083 0.30
H -4.34237 5.73269 4.58836 0.080 -0.104 0.227 0.36
H -6.22773 3.30580 4.46587 0.039 0.022 0.030 0.21
H -6.37295 4.74273 3.46129 0.028 -0.019 0.034 0.38
H -6.55894 4.88412 5.19964 -0.021 -0.119 0.011 0.30
C 7.47425 0.06240 -1.88418 0.110 0.024 -0.015 -1.49
C 6.91999 -0.25957 -3.26705 0.027 0.116 0.157 -0.44
N 6.41225 0.90907 -3.97203 -0.384 0.127 -0.128 0.22
C 5.59500 0.57635 -5.13373 -0.173 -0.108 0.061 -0.20
C 6.27251 -0.15462 -6.29203 -0.067 -0.025 -0.255 -1.18
C 7.35261 2.00715 -4.16074 0.157 0.089 0.332 -0.71
C 8.66934 1.70338 -4.87559 0.144 0.113 -0.149 -0.98
H 6.74339 0.61079 -1.28393 0.021 0.030 -0.093 0.25
H 7.71388 -0.86357 -1.35545 0.003 0.043 -0.068 0.44
H 8.39173 0.65285 -1.94017 -0.064 0.002 0.045 0.35
H 6.09659 -0.96773 -3.12231 -0.067 0.115 -0.245 0.46
H 7.68792 -0.78714 -3.84727 0.072 -0.117 0.026 0.36
H 5.12492 1.48758 -5.51885 0.164 0.063 0.122 0.49
H 4.75833 -0.04324 -4.78874 0.109 -0.034 0.114 -0.19
H 6.93521 0.50346 -6.85390 0.053 -0.062 0.044 0.24
H 5.51220 -0.51120 -6.99354 0.037 0.013 0.066 0.46
H 6.83983 -1.02560 -5.95895 -0.001 0.055 0.014 0.26
H 7.59318 2.42081 -3.17522 -0.030 -0.122 0.002 0.39
H 6.85037 2.82938 -4.68060 -0.156 -0.217 -0.031 0.37
H 9.16533 0.81509 -4.47901 -0.054 0.011 -0.006 0.25
H 9.35745 2.54320 -4.74420 -0.039 -0.038 0.014 0.39
H 8.52966 1.57345 -5.94853 0.041 -0.101 0.044 0.24
```
Forces are in eV/Å.

Results
- structure (SMILES) = C#CCCC[C@](CCCS)(NP(=N)(O)O)[C@H](O[C@](CN)(CC#C)Cc1ccc(C)cc1)P(O)I.CCN(CC)CC.CCN(CC)CC
- orbital gap (Eh) = 0.2994
- multiplicity = 1
- LUMO (eV) = -0.06
- E_HOMO (eV) = -8.21